[1]
{"formula": "C30H56BClN2O20P4", "method": "ωB97M-V with the def2-TZVPD basis set", "elements": ["C", "C", "O", "O", "C", "C", "C", "C", "C", "C", "C", "C", "C", "C", "Cl", "C", "P", "O", "C", "B", "O", "O", "C", "C", "C", "O", "N", "N", "C", "C", "C", "O", "C", "O", "H", "H", "H", "H", "H", "H", "H", "H", "H", "H", "H", "H", "H", "H", "H", "H", "H", "H", "H", "H", "H", "H", "H", "H", "H", "H", "H", "H", "H", "C", "O", "P", "O", "O", "C", "O", "C", "H", "H", "H", "H", "H", "H", "H", "H", "H", "C", "O", "P", "O", "O", "C", "O", "C", "H", "H", "H", "H", "H", "H", "H", "H", "H", "C", "O", "P", "O", "O", "C", "O", "C", "H", "H", "H", "H", "H", "H", "H", "H", "H"], "positions_angstrom": [[8.0802, -0.9190, 0.8291], [8.2466, 0.5483, 0.3393], [8.4445, 1.4108, 1.1547], [8.1939, 0.9295, -1.0069], [6.8153, 1.2278, -1.3958], [6.3783, 2.6223, -0.8209], [5.1027, 3.2167, -1.5662], [4.0153, 3.5380, -0.4659], [2.7587, 4.2469, -1.1145], [1.5739, 3.1716, -1.2478], [0.3726, 3.4958, -0.2754], [-0.9707, 3.7543, -1.1013], [-2.1969, 3.0369, -0.4735], [-3.4181, 3.7368, -0.0458], [-3.5840, 5.4993, -0.2786], [-4.5749, 3.0609, 0.5579], [-6.0955, 4.0239, 1.0396], [-6.8533, 4.4333, -0.2051], [-4.5615, 1.5979, 0.7623], [-5.7591, 0.7525, 1.4140], [-6.6884, 0.0521, 0.6333], [-5.8292, 0.6967, 2.8246], [-3.3683, 0.9186, 0.3286], [-2.1996, 1.6010, -0.2730], [-1.1517, 0.4829, -0.6031], [0.0289, 0.5320, -0.6438], [-2.0421, -0.6767, -0.7922], [-2.5935, -0.4363, -2.0839], [-1.7198, -1.0343, -3.1460], [-3.9054, -1.0849, -2.2687], [-5.1164, -0.1040, -2.5246], [-4.1146, -2.2627, -2.2016], [-2.9797, -0.5884, 0.3273], [-3.3317, -1.4326, 1.0894], [8.7816, -1.0485, 1.6923], [8.3672, -1.6905, 0.0705], [7.0333, -1.1033, 1.1742], [6.1939, 0.3788, -1.0083], [6.7848, 1.2098, -2.5182], [7.2574, 3.3079, -0.9126], [6.0909, 2.4702, 0.2547], [4.7248, 2.5548, -2.3833], [5.4120, 4.1899, -2.0219], [3.7465, 2.5687, 0.0224], [4.4576, 4.1834, 0.3431], [2.9911, 4.6263, -2.1418], [2.4622, 5.1154, -0.4755], [1.9933, 2.1397, -1.1084], [1.2405, 3.2048, -2.3227], [0.6078, 4.4395, 0.2774], [0.2260, 2.7045, 0.5083], [-1.1691, 4.8560, -1.0194], [-0.8741, 3.5162, -2.1861], [-5.7545, 5.2329, 1.7180], [-6.9930, 3.1977, 1.7909], [-6.7040, -0.8527, 1.0058], [-4.9583, 0.4036, 3.1569], [-1.3366, -2.0295, -2.7880], [-0.9114, -0.3454, -3.4841], [-2.3411, -1.2584, -4.0549], [-4.7522, 0.9615, -2.5201], [-5.8230, -0.1798, -1.6585], [-5.5980, -0.2753, -3.5145], [7.1664, -6.2047, -0.2799], [6.6398, -6.0958, 1.0415], [7.6266, -5.5990, 2.1856], [8.3508, -4.3583, 1.8960], [8.5760, -6.8555, 2.4579], [7.9942, -8.1533, 2.5607], [6.6741, -5.5494, 3.4582], [7.2143, -4.9440, 4.6322], [6.6076, -5.5400, -0.9377], [8.2253, -5.9444, -0.3233], [7.0403, -7.2323, -0.6223], [8.1130, -8.6723, 1.6082], [6.9352, -8.1084, 2.8181], [8.5224, -8.7100, 3.3334], [7.5001, -3.9113, 4.4302], [8.0807, -5.5070, 4.9848], [6.4474, -4.9510, 5.4047], [-3.2485, 0.9911, -6.2074], [-2.3083, 1.1724, -7.2635], [-0.8907, 1.7905, -6.8782], [-0.1919, 1.1204, -5.7718], [-1.2035, 3.3357, -6.6175], [-2.0431, 4.0368, -7.5333], [-0.1152, 1.7825, -8.2657], [1.2754, 2.1004, -8.2179], [-3.4957, -0.0678, -6.1314], [-2.8583, 1.3378, -5.2481], [-4.1541, 1.5506, -6.4440], [-3.0519, 4.0903, -7.1210], [-2.0772, 3.5533, -8.5104], [-1.6575, 5.0482, -7.6528], [1.8040, 1.3969, -7.5740], [1.4191, 3.1191, -7.8522], [1.6787, 2.0245, -9.2259], [-5.5650, -2.5317, 4.8954], [-5.6593, -1.7799, 6.1038], [-6.3182, -2.4951, 7.3632], [-5.7611, -3.8061, 7.7036], [-7.8811, -2.5193, 7.0284], [-8.4935, -1.3455, 6.4984], [-6.1788, -1.3828, 8.4921], [-6.5018, -1.7854, 9.8222], [-4.5151, -2.6236, 4.6179], [-5.9968, -3.5288, 4.9954], [-6.0951, -1.9940, 4.1077], [-8.5835, -1.4494, 5.4159], [-7.9219, -0.4455, 6.7285], [-9.4902, -1.2505, 6.9272], [-5.8637, -2.6127, 10.1342], [-7.5509, -2.0814, 9.8846], [-6.3307, -0.9404, 10.4867]], "largest_force_ev_per_a": 3.7, "spin_multiplicity": 1, "energy_ha": -4641.71274, "smiles": "CC(=O)OCCCCCCCCc1c(Cl)c([PH2]=O)c(B(O)O)c2c1C(=O)N(N(C)C(C)=O)C2=O.COP(=O)(OC)OC.COP(=O)(OC)OC.COP(=O)(OC)OC", "homo_lumo_gap_ev": 8.260, "molar_mass_g_mol": 934.933}


[2]
{"formula": "CH4FN2O", "method": "ωB97M-V with the def2-TZVPD basis set", "elements": ["C", "N", "N", "O", "F", "H", "H", "H", "H"], "positions_angstrom": [[-0.2469, 0.5809, 0.0738], [0.2695, -0.5620, -0.1736], [0.0845, 3.1791, -0.0743], [0.1979, 2.7118, 1.0710], [0.7946, -1.9143, -2.0887], [-0.2146, 1.2686, 0.9409], [0.7382, -1.1428, 0.5481], [0.4860, -1.1999, -1.3338], [1.1058, 3.0186, -0.6089]], "largest_force_ev_per_a": 2.9, "total_charge": -1, "spin_multiplicity": 1, "energy_ha": -324.96724, "homo_lumo_gap_ev": [7.988, 6.918], "molar_mass_g_mol": 79.054}


[3]
{"formula": "C36H25CaI2N9OS2", "method": "ωB97M-V with the def2-TZVPD basis set", "elements": ["Ca", "C", "C", "C", "C", "C", "N", "C", "C", "C", "C", "C", "C", "C", "C", "N", "C", "N", "C", "N", "C", "N", "C", "N", "C", "N", "C", "C", "C", "C", "C", "C", "C", "C", "C", "C", "C", "C", "C", "C", "N", "H", "H", "H", "H", "H", "H", "H", "H", "H", "H", "H", "H", "H", "H", "H", "H", "I", "C", "I", "H", "H", "C", "S", "C", "O", "H", "H", "H", "H", "H", "H", "S", "C", "N", "H"], "positions_angstrom": [[-0.1588, 0.4579, 0.0495], [0.5434, 4.0719, 5.8184], [1.8803, 3.7891, 5.5332], [2.1870, 2.8695, 4.5767], [1.1829, 2.3057, 3.7991], [1.1394, 1.2970, 2.9185], [2.3000, 0.4268, 2.6842], [2.3498, -0.4243, 1.7137], [3.6346, -1.0614, 1.3228], [4.9499, -0.9902, 1.7542], [5.8809, -1.7698, 1.1464], [5.6726, -2.5374, 0.0235], [4.3136, -2.6650, -0.4457], [3.3845, -1.9049, 0.2625], [1.9168, -1.7886, 0.0485], [1.3290, -2.7915, -0.7422], [0.0361, -2.6927, -1.0092], [-0.7145, -1.6319, -0.9108], [-2.0750, -2.1082, -1.1989], [-2.8552, -2.1071, 0.0866], [-2.9704, -1.1473, 0.9379], [-2.2784, 0.0013, 1.1921], [-2.7968, 0.6291, 2.2958], [-2.3695, 1.6948, 2.9362], [-0.9754, 1.8647, 2.9892], [-0.0674, 1.0965, 2.3721], [-0.2846, 2.7535, 3.9151], [-0.5488, 3.6138, 5.0898], [-4.0148, -0.1161, 2.6964], [-4.7910, 0.0377, 3.8653], [-5.6100, -1.0128, 4.2807], [-5.6527, -2.2162, 3.5628], [-4.9188, -2.3341, 2.3775], [-4.1000, -1.2621, 1.9588], [-2.0925, -3.4823, -1.6097], [-3.1463, -4.3371, -1.5788], [-2.8416, -5.6745, -1.4155], [-1.5529, -6.1916, -1.3237], [-0.4543, -5.3089, -1.3744], [-0.7854, -3.9507, -1.4356], [1.3770, -0.9633, 0.8333], [0.2610, 4.7463, 6.6644], [2.5933, 4.3449, 6.0785], [3.1444, 2.5236, 4.2614], [5.1336, -0.2508, 2.5440], [6.9268, -1.6824, 1.5828], [6.4133, -3.0683, -0.5537], [4.0451, -3.3742, -1.2297], [-1.5564, 3.9061, 5.3179], [-4.7247, 0.9662, 4.4343], [-6.3831, -0.9180, 5.1086], [-6.2696, -3.0341, 3.9197], [-4.9223, -3.2521, 1.8352], [-4.1143, -3.7485, -1.5677], [-3.6714, -6.3212, -1.5627], [-1.5639, -7.2711, -1.1672], [0.4900, -5.7783, -1.0412], [-5.5359, -1.2246, -4.5318], [-4.3256, -0.9895, -6.2408], [-4.9927, 0.6919, -7.3843], [-4.4278, -1.9689, -6.7846], [-3.2406, -0.7651, -5.9434], [4.4458, 6.8855, -5.2071], [3.9785, 5.2253, -5.7294], [5.3287, 4.3489, -4.8994], [4.1617, 5.3760, -7.2183], [5.3995, 7.1106, -5.5828], [4.3507, 6.9516, -4.1251], [3.6421, 7.5096, -5.6741], [5.1342, 4.7042, -3.8853], [6.2951, 4.6565, -5.2737], [5.1548, 3.2899, -4.9253], [-2.1922, 3.7831, -3.6835], [-1.5047, 2.3265, -3.0006], [-0.9704, 1.3314, -2.6514], [-2.5257, -1.4706, -1.8801]], "largest_force_ev_per_a": 6.4, "total_charge": -2, "spin_multiplicity": 1, "energy_ha": -4024.36105, "homo_lumo_gap_ev": 4.304, "molar_mass_g_mol": 957.678}


[4]
{"formula": "C11H15NO", "method": "ωB97M-V with the def2-TZVPD basis set", "elements": ["C", "C", "C", "C", "C", "C", "C", "C", "C", "C", "C", "H", "H", "H", "H", "H", "H", "H", "H", "H", "H", "H", "H", "H", "H", "H", "N", "O"], "positions_angstrom": [[-2.3430, 0.4808, 3.9078], [-2.1465, -0.1198, 1.4985], [-2.8108, -0.6155, 0.2649], [-1.9153, -0.9693, -0.8240], [-0.4578, -0.6884, -0.9434], [0.2374, -0.5629, -2.1898], [1.8921, -0.3958, -2.0971], [2.0278, 0.8571, -1.3625], [1.4748, 0.4270, 0.0256], [-0.0389, 0.0629, -0.0142], [-0.6739, 0.1134, 1.3599], [-1.5905, 1.3381, 3.7228], [-3.3813, 0.7034, 4.4516], [-1.8769, -0.6109, 4.3497], [-3.8648, -0.7740, 0.0955], [-2.4199, -1.7056, -1.6195], [-0.4762, 0.0371, -2.9646], [0.0229, -1.6303, -2.6040], [2.3478, -0.3366, -3.1627], [2.2155, -1.3383, -1.4141], [1.5287, 1.6281, -2.2386], [3.9659, -0.1394, -2.1068], [4.2089, 1.4700, -0.2028], [1.4646, 1.1814, 0.7539], [2.3220, -0.4130, 0.0802], [-0.1705, 0.4192, 2.1493], [3.4354, 1.2048, -1.4432], [-2.9776, 0.3763, 2.5279]], "largest_force_ev_per_a": 10.4, "spin_multiplicity": 1, "energy_ha": -557.72201, "homo_lumo_gap_ev": 8.541, "molar_mass_g_mol": 177.247}


[5]
{"formula": "C33H56N2O21", "method": "ωB97M-V with the def2-TZVPD basis set", "elements": ["C", "C", "C", "O", "C", "O", "O", "H", "H", "H", "H", "H", "H", "C", "C", "C", "O", "C", "O", "O", "H", "H", "H", "H", "H", "H", "C", "C", "C", "O", "C", "O", "O", "H", "H", "H", "H", "H", "H", "C", "C", "C", "O", "C", "O", "O", "H", "H", "H", "H", "H", "H", "C", "O", "C", "O", "O", "C", "H", "H", "H", "H", "H", "H", "C", "O", "C", "O", "O", "C", "H", "H", "H", "H", "H", "H", "C", "O", "C", "O", "O", "C", "H", "H", "H", "H", "H", "H", "C", "C", "C", "C", "N", "H", "H", "H", "H", "H", "H", "H", "C", "C", "C", "C", "N", "H", "H", "H", "H", "H", "H", "H"], "positions_angstrom": [[27.3148, 4.6531, 5.7294], [26.6434, 5.2975, 7.0216], [25.1722, 5.0032, 7.1299], [25.2367, 4.2183, 8.3594], [26.4428, 4.1965, 8.9014], [26.8684, 3.6484, 9.9263], [27.2316, 4.9790, 8.2077], [26.8158, 4.9420, 4.8092], [27.5541, 3.5418, 5.7262], [28.3471, 5.0145, 5.7315], [26.8325, 6.3348, 6.8954], [24.8819, 4.3245, 6.3258], [24.5220, 5.8283, 7.2659], [25.4462, 7.2652, 11.5280], [24.2053, 6.4098, 11.6701], [24.5137, 4.9401, 11.5384], [24.1215, 4.3860, 12.8198], [23.6615, 5.3411, 13.6213], [23.2985, 5.1293, 14.7923], [23.7415, 6.4985, 13.0374], [25.6557, 7.3110, 10.4972], [26.4017, 6.8388, 11.9983], [25.3620, 8.2499, 11.8834], [23.2931, 6.7258, 11.0642], [25.6304, 4.7443, 11.6539], [24.1409, 4.3777, 10.7697], [22.7050, -0.5844, 10.1210], [22.2786, 0.3468, 11.1841], [23.1650, 1.6893, 11.0545], [22.2236, 2.7113, 11.0690], [20.9963, 2.2881, 10.9745], [19.9237, 2.8820, 11.0225], [21.0262, 0.9970, 10.9915], [23.6601, -1.0962, 10.2916], [22.6268, -0.0503, 9.1395], [21.9257, -1.3479, 10.0257], [22.1693, -0.0756, 12.1783], [23.7458, 1.8273, 10.0816], [23.9100, 1.9565, 11.8527], [22.1984, 11.5736, 7.8125], [23.1192, 10.6892, 7.0074], [24.4787, 11.3048, 6.6984], [25.3893, 10.4903, 7.4692], [24.7574, 9.3877, 7.8537], [25.1946, 8.2879, 8.1925], [23.4759, 9.5418, 7.7424], [21.6731, 12.3256, 7.2447], [22.8398, 12.0418, 8.5054], [21.5470, 10.8557, 8.2731], [22.6272, 10.3939, 6.0083], [24.5489, 12.3352, 7.0205], [24.5987, 11.1000, 5.6430], [20.5439, 5.5648, 11.7003], [20.7455, 6.7262, 12.4896], [20.7828, 6.6993, 13.8737], [20.2639, 5.5695, 14.5705], [21.2187, 7.8283, 14.4514], [21.2082, 7.9878, 15.8877], [19.4724, 5.4835, 11.7850], [21.1734, 4.8059, 12.1841], [20.9367, 5.7004, 10.6760], [22.2071, 7.8623, 16.3953], [20.4405, 7.2765, 16.2522], [20.7849, 8.9236, 16.0980], [26.6013, 1.5340, 11.9632], [26.2626, 0.1987, 12.2311], [26.5842, -0.7286, 11.3101], [27.4460, -0.4582, 10.2053], [26.3149, -1.9348, 11.6385], [26.5930, -2.9660, 10.6954], [26.1442, 2.2067, 12.7036], [26.0647, 1.7584, 11.0053], [27.6132, 1.8274, 11.8612], [27.5670, -2.8591, 10.2454], [25.8957, -2.9838, 9.9052], [26.6016, -3.8656, 11.2863], [22.1917, 0.6669, 5.8545], [22.7890, 1.8829, 6.2949], [22.1098, 2.5993, 7.1583], [20.9653, 2.1715, 7.8887], [22.6599, 3.7253, 7.4666], [21.8646, 4.6440, 8.2097], [22.9605, 0.1334, 5.2960], [21.3897, 0.8674, 5.0900], [21.8000, 0.0373, 6.5873], [20.8655, 4.9252, 7.9310], [22.4759, 5.5602, 8.3503], [21.6123, 4.3152, 9.2267], [23.0635, 0.4684, 15.5260], [22.7508, 1.8130, 14.8084], [21.5362, 2.6880, 15.1907], [20.3315, 1.9058, 15.2324], [19.3539, 1.3054, 15.3210], [22.2300, -0.2579, 15.4329], [23.1180, 0.5628, 16.6529], [24.0664, 0.0346, 15.2642], [22.6936, 1.6548, 13.7442], [23.5885, 2.5344, 14.8436], [21.4411, 3.4712, 14.4440], [21.8437, 3.1895, 16.1135], [23.3315, 10.5637, 11.1549], [22.4530, 9.3851, 11.5457], [21.0612, 9.8567, 12.0146], [21.0211, 10.7060, 13.2261], [21.0425, 11.2604, 14.1917], [22.6664, 11.4026, 10.8109], [24.1587, 10.3815, 10.3819], [23.8790, 10.9719, 12.0225], [22.8482, 8.8971, 12.4579], [22.2135, 8.7766, 10.6584], [20.2591, 9.1457, 12.0196], [20.6254, 10.5143, 11.2497]], "largest_force_ev_per_a": 9.4, "spin_multiplicity": 1, "energy_ha": -2980.35540, "smiles": "C[C@H]1COC(=O)O1.C[C@H]1COC(=O)O1.C[C@H]1COC(=O)O1.C[C@H]1COC(=O)O1.COC(=O)OC.COC(=O)OC.COC(=O)OC.CCCC#N.CCCC#N", "homo_lumo_gap_ev": 9.580, "molar_mass_g_mol": 816.804}


[6]
{"formula": "C5H3F5N2", "method": "ωB97M-V with the def2-TZVPD basis set", "elements": ["C", "C", "C", "C", "C", "N", "N", "F", "F", "F", "F", "F", "H", "H", "H"], "positions_angstrom": [[-2.8414, 0.1084, -0.1528], [-1.8711, -0.7132, 0.3807], [-0.6876, -0.0479, 0.1982], [1.5310, -0.7976, 0.4833], [2.4020, 0.3143, -0.0728], [-2.2894, 1.1510, -0.7435], [-0.9775, 0.9836, -0.6218], [-2.0596, -1.8179, 1.1325], [1.7534, -0.9960, 1.7490], [2.2081, 0.4768, -1.4238], [2.2270, 1.5427, 0.4141], [3.6810, 0.0177, 0.1198], [-3.9396, -0.1740, -0.1449], [1.3726, -1.7126, -0.1951], [-0.5090, 1.6646, -1.1229]], "largest_force_ev_per_a": 4.6, "spin_multiplicity": 1, "energy_ha": -801.02370, "homo_lumo_gap_ev": [8.659, 8.661], "molar_mass_g_mol": 186.083}